# C2H3NS3

One molecule with the formula C2H3NS3 in a non-equilibrium geometry (ωB97M-V with the def2-TZVPD basis set, the Open Molecules 2025 dataset).

```
9
Properties=species:S:1:pos:R:3:nbo_charge:R:1
C 1.86 -0.18 0.16 -0.008
C -2.03 -0.02 0.24 -0.568
H 2.25 -0.64 1.15 0.224
H 0.38 0.64 -0.82 0.471
H -2.91 -0.57 0.55 0.233
N 0.56 -0.11 -0.04 -0.780
S 2.81 0.64 -1.08 -0.220
S -0.71 -0.85 0.80 0.648
S -2.21 1.09 -0.97 0.000
```

## Properties
- Structure (SMILES): S=CNSC=S
- Charge: 0
- HOMO level: -0.31782 hartree
- Energy relative to the best compared isomer or geometry (same formula, charge and spin): 169.72 kJ/mol

# C20H26CoIN7Sb

C20H26CoIN7Sb as an isolated structure in a non-equilibrium geometry (ωB97M-V with the def2-TZVPD basis set, the Open Molecules 2025 dataset).

```
56
Properties=species:S:1:pos:R:3:lowdin_spin:R:1
Co -0.18 -0.91 0.32 2.637
I -4.55 -5.29 -0.44 0.001
C -2.80 -4.16 -0.62 0.002
C -1.74 -4.39 -1.47 0.002
N -0.85 -3.41 -1.24 0.005
N -1.27 -2.56 -0.30 0.046
C -2.46 -3.00 0.10 0.007
H -1.58 -5.17 -2.19 0.000
H 0.05 -3.27 -1.68 0.001
H -3.02 -2.49 0.85 0.001
C -0.41 1.00 3.99 0.008
Sb -0.43 -0.86 2.91 0.039
C 1.20 -1.81 3.95 0.006
C -2.04 -1.83 3.94 0.015
H -0.38 0.78 5.05 0.001
H -1.29 1.59 3.75 0.000
H 0.48 1.57 3.72 0.000
H 1.05 -1.71 5.02 0.001
H 2.14 -1.33 3.67 0.000
H 1.25 -2.86 3.68 0.000
H -1.86 -1.73 5.01 0.002
H -2.08 -2.88 3.68 0.000
H -2.99 -1.37 3.69 0.000
C -4.61 3.77 -1.43 0.000
C -3.23 4.31 -1.80 0.000
C -2.72 3.69 -3.10 0.000
C -2.23 4.14 -0.64 0.000
N -2.02 2.77 -0.25 0.002
C -1.19 1.86 -0.79 0.008
N -1.27 0.76 -0.05 0.047
N -2.15 1.03 0.92 0.010
N -2.59 2.21 0.80 0.003
H -5.32 4.01 -2.22 0.000
H -4.96 4.22 -0.51 0.000
H -4.61 2.69 -1.31 0.000
H -3.31 5.39 -1.95 0.000
H -2.68 2.60 -3.04 0.000
H -1.74 4.07 -3.36 0.000
H -3.40 3.95 -3.91 0.000
H -2.60 4.66 0.25 0.000
H -1.26 4.55 -0.93 0.000
H -0.56 2.00 -1.65 0.000
N 9.22 -1.45 -2.58 0.004
C 8.12 -1.38 -2.27 0.001
C 6.77 -1.29 -1.87 0.006
C 5.93 -0.35 -2.47 -0.002
C 4.62 -0.25 -2.07 0.008
C 4.12 -1.08 -1.05 0.006
C 4.97 -2.02 -0.45 0.008
C 6.28 -2.13 -0.86 -0.002
C 2.77 -0.99 -0.65 0.070
C 1.59 -0.92 -0.32 0.055
H 6.32 0.28 -3.26 0.000
H 3.96 0.48 -2.52 0.000
H 4.59 -2.65 0.34 0.000
H 6.94 -2.85 -0.41 0.000
```

## Properties
- <S²>: 3.762
- Charge: +1
- Spin multiplicity: 4
- HOMO level (alpha / beta): -0.39605 / -0.39864 hartree
- Energy relative to the best compared isomer or geometry (same formula, charge and spin): 24.02 kJ/mol

# C4H8Cl2N2

One molecule with the formula C4H8Cl2N2 in a non-equilibrium geometry (ωB97M-V with the def2-TZVPD basis set, the Open Molecules 2025 dataset).

```
16
Properties=species:S:1:pos:R:3:nbo_charge:R:1
C -1.32 -1.18 -1.09 -0.239
C -0.90 0.25 -0.63 -0.100
C -0.34 1.47 0.95 -0.246
C 0.47 0.43 0.12 -0.040
H -2.93 -1.66 0.04 0.363
H -1.45 -2.21 0.72 0.377
H -0.44 -1.76 -1.33 0.212
H -1.93 -1.14 -2.00 0.207
H -0.95 0.93 -1.49 0.211
H -2.01 0.28 1.08 0.359
H -0.12 2.50 0.59 0.206
H -0.13 1.47 2.01 0.209
N -2.00 -1.97 -0.08 -0.853
N -1.60 0.95 0.46 -0.611
Cl 0.99 -0.96 1.02 0.006
Cl 1.82 1.13 -0.93 -0.061
```

## Properties
- Structure (SMILES): NC[C@H]1NCC1(Cl)Cl
- Charge: 0
- HOMO level: -0.34451 hartree
- Energy relative to the best compared isomer or geometry (same formula, charge and spin): 58.23 kJ/mol

# C17H45Br9O14

C17H45Br9O14 as an isolated structure in a non-equilibrium geometry (ωB97M-V with the def2-TZVPD basis set, the Open Molecules 2025 dataset).

```
85
Properties=species:S:1:pos:R:3:lowdin_charge:R:1
C 3.54 2.44 4.06 -0.262
C 2.11 2.63 3.68 -0.290
O 1.55 1.47 3.18 -0.084
O 3.89 1.49 5.05 -0.053
H 3.82 3.47 4.38 0.136
H 4.07 2.22 3.13 0.118
H 2.12 3.37 2.88 0.113
H 1.62 3.01 4.58 0.134
H 0.67 1.74 2.84 0.091
H 3.21 0.77 5.00 0.069
C 1.50 -1.61 4.92 -0.257
C 1.15 -2.48 6.12 -0.241
O -0.19 -2.23 6.56 -0.087
O 1.33 -0.26 5.41 -0.125
H 0.88 -1.85 3.99 0.108
H 2.59 -1.77 4.72 0.120
H 1.92 -2.17 6.91 0.140
H 1.31 -3.55 5.91 0.116
H -0.44 -1.34 6.27 0.045
H 1.41 0.43 4.69 0.059
C -1.31 -0.39 -5.42 -0.140
C -2.41 0.04 -4.44 -0.235
O -2.06 1.13 -3.66 -0.083
O -0.17 -0.77 -4.56 -0.122
H -0.93 0.32 -6.15 0.118
H -1.68 -1.27 -6.00 0.134
H -2.54 -0.81 -3.77 0.067
H -3.37 0.19 -4.92 0.127
H -1.20 1.61 -3.82 0.092
H -0.43 -1.61 -4.17 0.029
C -4.45 -0.90 -0.72 -0.218
C -3.79 0.49 -0.74 -0.181
O -2.45 0.41 -1.25 -0.124
O -4.97 -1.33 -1.99 -0.085
H -5.35 -0.89 -0.03 0.135
H -3.79 -1.72 -0.36 0.075
H -3.73 0.84 0.30 0.120
H -4.40 1.18 -1.25 0.110
H -2.31 0.75 -2.18 0.040
H -4.59 -0.78 -2.66 0.040
C 1.27 2.76 -4.60 -0.220
C 2.28 1.84 -5.30 -0.211
O 1.71 0.92 -6.22 -0.068
O 0.42 2.07 -3.74 -0.104
H 0.65 3.40 -5.24 0.130
H 1.78 3.49 -4.00 0.107
H 2.83 1.23 -4.52 0.130
H 3.12 2.38 -5.83 0.133
H 1.27 0.20 -5.77 0.038
H 0.97 1.43 -3.26 0.036
C -1.21 3.79 -0.31 -0.225
C -1.08 3.36 1.19 -0.184
O 0.33 3.34 1.54 -0.100
O -0.25 3.10 -1.02 -0.065
H -0.87 4.84 -0.42 0.139
H -2.23 3.55 -0.68 0.132
H -1.61 2.44 1.48 0.109
H -1.56 4.19 1.70 0.112
H 0.67 2.95 0.70 0.077
H -0.67 2.26 -1.14 0.041
C 1.61 -0.28 -0.88 -0.195
C 0.39 -0.45 0.04 -0.184
O -0.59 -1.32 -0.55 -0.142
O 1.33 0.30 -2.16 -0.077
H 2.02 -1.29 -1.00 0.094
H 2.35 0.37 -0.40 0.126
H -0.06 0.53 0.09 0.097
H 0.73 -0.76 0.99 0.099
H -1.30 -0.74 -0.82 0.010
H 0.60 -0.20 -2.56 0.073
C 3.82 -4.02 1.36 -1.632
Br 1.95 -4.21 1.97 0.545
Br 4.26 -2.21 1.11 0.621
Br 4.32 -5.08 -0.15 0.598
H 4.39 -4.41 2.16 -0.053
C -0.52 -4.03 -1.76 -1.533
Br -2.19 -3.55 -2.57 0.668
Br 1.06 -4.04 -3.04 0.536
Br -0.68 -5.72 -0.85 0.559
H -0.27 -3.30 -1.00 -0.074
C -2.56 -2.34 3.84 -1.652
Br -2.20 -3.01 2.08 0.610
Br -4.33 -2.69 4.55 0.583
Br -2.27 -0.45 3.99 0.584
H -1.82 -2.86 4.51 -0.015
```

## Properties
- Charge: 0
- HOMO level: -0.37221 hartree

# C9H10

One molecule with the formula C9H10 in a non-equilibrium geometry (ωB97M-V with the def2-TZVPD basis set, the Open Molecules 2025 dataset).

```
19
Properties=species:S:1:pos:R:3:nbo_charge:R:1
C -1.60 1.36 -0.44 -0.067
C -1.78 2.88 -0.42 -0.082
C 1.16 0.64 -0.38 -0.356
C 0.76 2.02 -1.09 -0.475
C 0.12 -0.55 -0.48 -0.316
C -0.52 2.54 -0.59 0.035
C -1.13 0.18 -0.54 0.036
C -1.08 -2.12 1.22 -0.614
C 0.28 -1.46 0.83 -0.378
H 2.27 0.34 -0.75 0.223
H 1.37 0.82 0.77 0.214
H 1.52 2.81 -0.96 0.255
H 0.75 1.76 -2.11 0.238
H 0.31 -1.16 -1.38 0.228
H -0.81 -2.69 2.10 0.216
H -1.68 -2.80 0.40 0.206
H -1.84 -1.46 1.41 0.215
H 1.17 -2.26 0.69 0.213
H 0.72 -0.85 1.72 0.210
```

## Properties
- Charge: 0
- HOMO level: -0.31959 hartree
- Energy relative to the best compared isomer or geometry (same formula, charge and spin): 590.92 kJ/mol

# C5H7N2O3S

A 2-piece molecular cluster, C5H7N2O3S overall in a non-equilibrium geometry (ωB97M-V with the def2-TZVPD basis set, the Open Molecules 2025 dataset).

```
18
Properties=species:S:1:pos:R:3:nbo_charge:R:1
C 1.58 -1.18 1.30 -0.052
C 0.80 -0.17 1.76 -0.019
C -0.25 -1.16 0.09 0.264
C -2.27 1.09 0.22 -0.367
C -1.43 0.83 1.17 -0.043
N 0.93 -1.72 0.26 -0.440
N -0.31 -0.13 1.01 -0.301
O -0.03 0.43 -2.01 -0.902
O 2.22 0.99 -2.22 -0.816
O 0.74 1.39 -4.17 -0.765
S 1.00 0.95 -2.86 2.488
H 2.34 -1.60 1.84 0.247
H 0.97 0.35 2.69 0.260
H -0.75 -1.47 -0.76 0.256
H -2.99 1.96 0.34 0.252
H -2.31 0.78 -0.82 0.239
H -1.37 1.32 2.20 0.246
H 1.16 -2.66 -0.06 0.455
```

## Properties
- Charge: +1
- HOMO level: -0.51455 hartree
- Energy relative to the best compared isomer or geometry (same formula, charge and spin): 9.92 kJ/mol

Taking the records one at a time from the top gives calculated total energy values of -1327.25200 -3081.38306 -1187.06905 -24894.06080 -348.65178 -927.81412 Eh.